# 1
This record from the OMol25 dataset describes C24H36F6O12Pb as an isolated structure. The level of theory is wB97M-V/def2-TZVPD.

Structure (ORCA input):
```
! RIJCOSX wB97M-V def2-TZVPD def2/J DEFGRID3
* xyz 0 1
Pb 2.232 -9.014 29.697
C -0.165 -9.507 27.522
O -0.276 -8.970 28.887
O 1.159 -9.769 27.370
C -1.195 -10.621 27.155
F -1.618 -10.551 25.884
F -0.702 -11.851 27.395
F -2.378 -10.538 27.840
C -1.429 -8.181 29.175
C -1.164 -7.696 30.598
H -2.077 -7.218 30.967
H -0.995 -8.556 31.242
H -0.416 -6.905 30.592
H -2.343 -8.774 29.229
H -1.591 -7.349 28.485
H -0.433 -8.702 26.819
C 3.191 -8.508 32.618
O 3.473 -9.772 32.004
O 2.019 -8.069 32.080
C 3.239 -8.538 34.207
F 2.133 -9.028 34.763
F 4.354 -9.112 34.721
F 3.225 -7.236 34.576
C 4.784 -10.350 32.125
C 4.613 -11.833 32.433
H 5.579 -12.341 32.436
H 4.138 -11.943 33.408
H 4.044 -12.290 31.623
H 5.539 -9.926 32.786
H 5.111 -10.218 31.088
H 4.006 -7.801 32.402
O 1.298 -11.305 30.184
C 0.657 -12.022 30.903
O -0.257 -12.884 30.418
C -0.810 -13.700 31.455
C -0.446 -13.048 32.815
C 0.719 -12.150 32.385
H -0.345 -14.685 31.470
H -1.889 -13.756 31.333
H -0.167 -13.808 33.541
H -1.285 -12.481 33.216
H 1.688 -12.608 32.614
H 0.837 -11.260 33.004
O 4.424 -7.962 29.420
C 5.293 -7.120 29.429
O 5.910 -6.787 28.294
C 6.849 -5.705 28.387
C 7.103 -5.642 29.901
C 5.858 -6.303 30.555
H 6.433 -4.776 28.000
H 7.734 -6.005 27.831
H 7.232 -4.613 30.229
H 7.955 -6.245 30.211
H 5.192 -5.537 30.959
H 6.085 -6.834 31.480
O 1.781 -6.968 28.418
C 2.000 -6.252 27.491
O 2.645 -5.050 27.628
C 2.531 -4.244 26.489
C 2.008 -5.164 25.367
C 1.492 -6.408 26.055
H 3.430 -3.747 26.113
H 1.947 -3.317 26.507
H 2.871 -5.462 24.764
H 1.308 -4.749 24.646
H 1.710 -7.364 25.589
H 0.420 -6.217 25.967
O 3.890 -10.887 28.508
C 4.042 -11.684 27.622
O 5.211 -12.351 27.403
C 5.259 -13.080 26.154
C 3.888 -12.882 25.503
C 3.031 -12.255 26.639
H 5.442 -14.137 26.338
H 6.119 -12.575 25.717
H 3.378 -13.821 25.283
H 3.756 -12.300 24.594
H 2.336 -12.916 27.149
H 2.575 -11.330 26.282
*
```

**ΔE to the lowest compared entry with this formula, charge and spin**: 49.9 kcal/mol
**LUMO**: 0.014 Eh
**Total energy**: -71593.6886 eV

=====

# 2
This record from the OMol25 dataset describes C34H75BCdN10O17P3 as an isolated structure. The level of theory is wB97M-V/def2-TZVPD.

Structure (ORCA input):
```
! RIJCOSX wB97M-V def2-TZVPD def2/J DEFGRID3
* xyz 1 1
Cd -0.322 0.036 0.129
O 6.063 3.713 -4.393
C 5.181 2.893 -4.127
O 3.984 3.135 -3.672
B 3.151 1.869 -3.655
O 4.084 0.820 -3.981
C 5.233 1.410 -4.297
O 6.236 0.838 -4.693
O 2.052 2.026 -4.670
C 0.912 1.645 -4.074
O -0.234 1.661 -4.574
C 1.173 1.446 -2.585
O 2.420 1.763 -2.370
O 0.328 1.218 -1.739
N 4.544 3.761 -0.532
C 5.190 4.831 0.005
C 4.564 5.207 1.216
C 3.544 4.314 1.363
C 3.454 3.576 0.287
H 4.704 3.295 -1.413
H 6.176 5.076 -0.361
H 4.988 5.882 1.945
H 2.895 4.316 2.227
H 2.897 2.757 -0.143
O -0.865 -0.772 1.892
P -0.365 -1.674 2.966
N -1.264 -3.068 3.441
C -2.823 -3.069 3.438
C -0.598 -4.289 3.953
N -0.156 -0.884 4.481
C -0.272 0.564 4.566
C 0.041 -1.586 5.742
N 1.234 -2.250 2.564
C 2.322 -2.208 3.537
C 1.396 -3.129 1.425
H -3.190 -2.259 4.068
H -3.277 -4.010 3.748
H -3.160 -2.748 2.452
H 0.353 -4.394 3.431
H -1.155 -5.196 3.721
H -0.403 -4.336 5.025
H -0.696 0.824 3.596
H -0.885 0.827 5.428
H 0.657 1.122 4.681
H -0.952 -1.989 5.943
H 0.589 -2.480 5.444
H 0.614 -1.056 6.503
H 3.212 -2.335 2.921
H 2.251 -1.263 4.076
H 2.153 -2.969 4.299
H 1.191 -2.571 0.512
H 0.763 -4.017 1.402
H 2.439 -3.437 1.356
O -0.418 -1.505 -1.133
P -0.222 -2.468 -2.205
N 1.434 -3.040 -2.473
C 2.492 -2.232 -3.111
C 2.017 -4.053 -1.635
N -0.819 -1.923 -3.706
C -2.201 -1.364 -3.720
C -0.356 -2.434 -5.032
N -1.077 -3.986 -1.899
C -0.723 -5.174 -2.730
C -1.673 -4.409 -0.657
H 2.129 -1.275 -3.486
H 2.748 -2.862 -3.963
H 3.386 -2.084 -2.505
H 2.296 -4.878 -2.290
H 1.223 -4.657 -1.195
H 2.767 -3.759 -0.900
H -2.346 -0.692 -4.567
H -2.898 -2.196 -3.822
H -2.277 -0.736 -2.833
H -1.044 -2.060 -5.790
H 0.476 -1.762 -5.241
H -0.167 -3.497 -4.883
H -0.071 -4.861 -3.545
H -0.101 -5.800 -2.090
H -1.624 -5.719 -3.010
H -2.201 -5.358 -0.565
H -2.276 -3.607 -0.231
H -0.839 -4.536 0.034
O -2.223 0.412 -0.198
P -3.679 0.735 -0.063
N -4.033 1.645 1.399
C -4.340 3.072 1.370
C -3.574 1.143 2.661
N -4.661 -0.669 -0.089
C -5.838 -0.841 0.712
C -4.687 -1.423 -1.338
N -4.364 1.737 -1.257
C -5.793 2.008 -1.258
C -3.557 2.048 -2.496
H -3.475 3.546 0.905
H -4.578 3.380 2.388
H -5.264 3.370 0.876
H -2.551 1.511 2.729
H -3.428 0.063 2.664
H -4.212 1.504 3.468
H -6.743 -0.854 0.104
H -5.796 -1.837 1.151
H -6.042 -0.103 1.488
H -5.192 -0.927 -2.166
H -3.707 -1.764 -1.672
H -5.256 -2.352 -1.289
H -6.331 2.011 -0.310
H -5.936 3.036 -1.591
H -6.401 1.435 -1.958
H -4.050 1.508 -3.304
H -2.486 1.866 -2.588
H -3.688 3.116 -2.667
C -1.481 5.397 -2.286
C -1.137 4.996 -0.861
O -0.861 3.683 -0.570
C -0.638 3.175 0.640
O -0.365 2.011 0.909
O -0.637 3.979 1.583
C -0.009 3.625 2.902
H -2.534 5.327 -2.559
H -0.972 4.913 -3.120
H -1.316 6.462 -2.447
H -1.903 5.378 -0.186
H -0.210 5.403 -0.458
H 0.635 2.746 2.949
H -0.675 3.602 3.765
H 0.782 4.326 3.167
C 5.947 -1.649 0.626
C 5.072 -0.690 -0.239
O 3.602 -0.773 -0.132
C 2.869 -0.009 0.671
O 1.647 0.173 0.431
O 3.562 0.333 1.817
C 2.873 1.266 2.675
H 6.737 -2.027 -0.023
H 5.444 -2.575 0.904
H 6.537 -1.244 1.448
H 5.323 -0.836 -1.289
H 5.447 0.305 -0.003
H 2.031 1.710 2.143
H 3.620 1.981 3.017
H 2.489 0.719 3.536
*
```

**LUMO**: -0.062 Eh
**Total energy**: -119289.3949 eV

=====

# 3
This record from the OMol25 dataset describes C6H13InN2O4P as an isolated structure. The level of theory is wB97M-V/def2-TZVPD.

Structure (ORCA input):
```
! RIJCOSX wB97M-V def2-TZVPD def2/J DEFGRID3
* xyz 3 1
C 0.061 -2.553 1.531
N -0.730 -2.275 0.238
C -1.742 -1.221 0.646
C 0.190 -1.795 -0.863
O 1.527 -1.991 -0.697
C -0.284 -1.100 -2.281
O -0.860 0.244 -2.138
C 0.166 1.298 -2.101
O 1.342 1.286 -2.742
N -0.197 2.553 -1.284
P 0.906 2.783 0.097
C -0.034 2.589 1.792
O 2.131 1.516 0.182
H -0.758 -2.599 2.398
H 0.804 -1.677 1.801
H 0.559 -3.611 1.490
H -1.206 -0.414 1.312
H -2.528 -1.768 1.359
H -2.364 -0.776 -0.248
H 0.590 -1.192 -3.054
H -1.161 -1.792 -2.701
H -0.029 3.336 -1.958
H 0.626 2.999 2.697
H -0.994 3.257 1.740
H -0.307 1.469 2.031
H 2.837 1.848 -0.478
In 1.455 -0.416 1.230
*
```

**LUMO**: -0.608 Eh
**Total energy**: -32023.6806 eV

=====

Strongest force on any atom per entry: 3.1 7.1 9.0 eV/A